ORCA calculation (the ωB97M-V functional and the def2-TZVPD basis) on a single C4H8N2 molecule.

Atoms and positions in Å:
C1 -0.775 1.096 -0.658
C2 -0.031 -0.079 0.001
C3 1.498 0.088 0.081
N1 -0.339 -1.305 -0.643
C4 -0.692 -0.231 1.635
N2 -1.063 -0.658 2.661
H1 -1.570 1.314 0.043
H2 -1.215 0.869 -1.640
H3 -0.152 1.991 -0.769
H4 2.018 -0.197 -0.850
H5 1.868 -0.557 0.877
H6 1.772 1.123 0.299
H7 0.113 -2.081 -0.171
H8 -1.341 -1.453 -0.668

Output
E_LUMO   0.80 eV
Molecular weight   84.12 g mol⁻¹
Energy relative to the best compared isomer or geometry (same formula, charge and spin)   99.84 kJ/mol
Highest occupied orbital energy   -10.3 eV
Kohn-Sham gap   11.07 eV

Now the Löwdin charges, all in e:
1. C -0.05
2. C -0.56
3. C -0.05
4. N 0.05
5. C -0.13
6. N 0.07
7. H 0.06
8. H 0.09
9. H 0.08
10. H 0.09
11. H 0.08
12. H 0.08
13. H 0.10
14. H 0.10

ORCA calculation (the ωB97M-V functional and the def2-TZVPD basis) on a molecular structure, C27H50As2Cl2O5RuSi3.

Atoms and positions in Å:
Ru1 -0.377 0.034 -0.348
O1 -3.925 -0.773 -2.313
C1 -3.173 -0.022 -1.776
O2 -2.157 -0.491 -0.994
C2 -3.263 1.479 -1.834
C3 -3.178 2.042 -0.418
C4 -3.522 3.526 -0.378
C5 -2.267 4.170 -1.029
C6 -1.413 2.945 -1.326
O3 -1.721 2.055 -0.201
C7 -1.996 2.151 -2.489
C8 -1.082 1.081 -3.013
O4 -1.269 0.554 -4.070
O5 -0.041 0.727 -2.212
H1 -4.191 1.724 -2.342
H2 -3.667 1.434 0.336
H3 -3.649 3.860 0.649
H4 -4.444 3.733 -0.917
H5 -1.763 4.847 -0.341
H6 -2.494 4.723 -1.938
H7 -0.343 3.116 -1.381
H8 -2.259 2.789 -3.330
C9 3.135 -1.620 1.702
Si1 2.613 -2.877 0.458
C10 1.437 -4.133 1.111
C11 4.048 -3.717 -0.321
As1 1.345 -1.417 -1.156
Si2 2.942 0.190 -2.123
C12 4.580 -0.643 -1.961
C13 2.600 0.566 -3.886
C14 2.794 1.622 -0.952
Si3 0.411 -2.895 -2.984
C15 0.502 -2.139 -4.638
C16 1.705 -4.204 -2.840
C17 -1.236 -3.391 -2.344
H9 3.413 -2.099 2.646
H10 2.315 -0.935 1.894
H11 3.995 -1.046 1.353
H12 2.030 -4.903 1.616
H13 0.872 -4.623 0.315
H14 0.738 -3.717 1.830
H15 4.509 -4.274 0.504
H16 4.801 -3.047 -0.725
H17 3.765 -4.438 -1.083
H18 4.570 -1.630 -2.428
H19 4.912 -0.741 -0.927
H20 5.323 -0.043 -2.496
H21 3.082 -0.173 -4.527
H22 3.045 1.541 -4.111
H23 1.540 0.609 -4.128
H24 3.072 1.312 0.058
H25 1.774 2.010 -0.940
H26 3.454 2.442 -1.251
H27 1.531 -1.916 -4.918
H28 -0.112 -1.248 -4.740
H29 0.120 -2.902 -5.327
H30 2.708 -3.776 -2.870
H31 1.612 -4.863 -3.710
H32 1.602 -4.815 -1.943
H33 -1.802 -2.543 -1.955
H34 -1.125 -4.141 -1.558
H35 -1.833 -3.821 -3.153
Cl1 -4.001 -2.805 0.261
C18 -2.676 -3.399 1.191
Cl2 -1.292 -2.207 1.302
H36 -2.263 -4.289 0.731
H37 -2.980 -3.568 2.217
C19 1.093 0.345 3.427
As2 0.001 0.958 1.964
C20 0.541 2.804 1.876
C21 -1.790 0.932 2.789
C22 -1.899 1.916 3.918
C23 -2.242 3.242 3.663
C24 -2.366 4.150 4.703
C25 -2.144 3.740 6.012
C26 -1.805 2.421 6.276
C27 -1.684 1.512 5.233
H38 0.773 0.955 4.271
H39 2.145 0.520 3.221
H40 0.922 -0.707 3.642
H41 0.301 3.241 2.844
H42 0.011 3.331 1.091
H43 1.614 2.848 1.704
H44 -1.931 -0.093 3.128
H45 -2.511 1.131 2.004
H46 -2.422 3.562 2.641
H47 -2.644 5.175 4.497
H48 -2.248 4.446 6.825
H49 -1.647 2.095 7.295
H50 -1.447 0.476 5.447

Output
E_LUMO (spin up / spin down)   -7.70 / -8.30 eV
Molecular weight   860.77 g mol⁻¹
Net charge   +2
Energy relative to the best compared isomer or geometry (same formula, charge and spin)   189.36 kJ/mol
Highest occupied orbital energy (spin up / spin down)   -13.9 / -13.9 eV
2S+1   5
Kohn-Sham gap (spin up / spin down)   6.16 / 5.61 eV

Now the Löwdin charges, all in e:
1. Ru 1.12
2. O 0.16
3. C -0.53
4. O -0.30
5. C -0.07
6. C -0.22
7. C -0.06
8. C -0.06
9. C -0.24
10. O -0.24
11. C -0.08
12. C -0.52
13. O 0.16
14. O -0.34
15. H 0.18
16. H 0.16
17. H 0.11
18. H 0.14
19. H 0.12
20. H 0.13
21. H 0.15
22. H 0.18
23. C -0.22
24. Si 0.36
25. C -0.22
26. C -0.18
27. As 0.87
28. Si 0.36
29. C -0.21
30. C -0.18
31. C -0.22
32. Si 0.40
33. C -0.17
34. C -0.22
35. C -0.19
36. H 0.06
37. H -0.05
38. H 0.04
39. H 0.06
40. H 0.03
41. H -0.02
42. H 0.06
43. H 0.02
44. H 0.03
45. H 0.03
46. H 0.03
47. H 0.06
48. H 0.04
49. H 0.06
50. H 0.02
51. H 0.03
52. H -0.01
53. H 0.06
54. H 0.04
55. H 0.02
56. H 0.07
57. H 0.03
58. H 0.06
59. H 0.03
60. H -0.01
61. H 0.03
62. H 0.06
63. Cl 0.67
64. C -0.90
65. Cl 0.52
66. H 0.03
67. H 0.04
68. C -0.25
69. As 1.10
70. C -0.23
71. C -0.29
72. C -0.32
73. C -0.06
74. C -0.05
75. C -0.06
76. C -0.05
77. C -0.06
78. H 0.04
79. H 0.04
80. H 0.05
81. H 0.05
82. H 0.02
83. H 0.04
84. H 0.06
85. H 0.05
86. H 0.10
87. H 0.11
88. H 0.12
89. H 0.12
90. H 0.12

ORCA calculation (the ωB97M-V functional and the def2-TZVPD basis) on 2 unconnected molecules or ions with the total composition C3H12NOS.

Atoms and positions in Å:
C1 -0.541 -1.519 0.416
C2 -0.114 -0.136 -0.066
C3 1.040 -0.195 -1.061
S1 1.408 1.459 -1.739
N1 -1.275 0.515 -0.802
H1 0.181 -1.935 1.105
H2 -0.565 -2.195 -0.445
H3 -1.536 -1.485 0.837
H4 0.138 0.559 0.737
H5 1.910 -0.541 -0.524
H6 0.809 -0.881 -1.877
H7 1.346 1.128 -3.033
H8 -0.916 1.386 -1.219
H9 -1.547 -0.093 -1.586
H10 -2.110 0.686 -0.244
H11 0.305 0.627 3.740
H12 1.112 1.608 2.908
O1 0.353 1.011 2.853

Output
E_LUMO   -3.24 eV
Molecular weight   110.20 g mol⁻¹
Net charge   +1
Energy relative to the best compared isomer or geometry (same formula, charge and spin)   13.19 kJ/mol
Highest occupied orbital energy   -13.6 eV
Kohn-Sham gap   10.37 eV

Now the Löwdin charges, all in e:
1. C -0.02
2. C -0.42
3. C -0.49
4. S 0.79
5. N 0.18
6. H 0.10
7. H 0.09
8. H 0.09
9. H 0.11
10. H 0.09
11. H 0.09
12. H -0.11
13. H 0.09
14. H 0.18
15. H 0.17
16. H 0.06
17. H 0.06
18. O -0.06

ORCA calculation (the ωB97M-V functional and the def2-TZVPD basis) on a single C4H7N3 molecule.

Atoms and positions in Å:
C1 -1.743 1.618 -0.691
N1 -0.889 0.692 0.019
C2 -0.206 -0.365 -0.481
C3 0.705 -0.674 0.497
C4 1.845 -1.636 0.488
N2 0.513 0.189 1.534
N3 -0.438 1.014 1.235
H1 -1.443 2.620 -0.383
H2 -2.799 1.457 -0.467
H3 -1.564 1.504 -1.762
H4 -0.421 -0.793 -1.450
H5 2.754 -1.108 0.794
H6 1.689 -2.468 1.178
H7 1.998 -2.051 -0.512

Output
E_LUMO   0.88 eV
Molecular weight   97.12 g mol⁻¹
Energy relative to the best compared isomer or geometry (same formula, charge and spin)   79.26 kJ/mol
Highest occupied orbital energy   -9.3 eV
Kohn-Sham gap   10.19 eV

Now the Löwdin charges, all in e:
1. C -0.02
2. N -0.21
3. C -0.03
4. C -0.36
5. C -0.05
6. N 0.04
7. N 0.02
8. H 0.09
9. H 0.09
10. H 0.09
11. H 0.12
12. H 0.08
13. H 0.07
14. H 0.07

ORCA calculation (the ωB97M-V functional and the def2-TZVPD basis) on a molecular structure, C34H58AsCoN8O8PSSi.

Atoms and positions in Å:
Co1 -0.234 -0.950 0.207
C1 1.823 -1.132 3.721
C2 0.323 -1.089 3.453
C3 -0.436 -0.683 4.711
C4 -0.143 -2.468 2.972
O1 0.044 -0.124 2.369
Si1 0.216 1.523 2.475
S1 -0.517 2.307 0.562
O2 1.802 1.833 2.544
C5 2.676 2.800 3.197
C6 4.088 2.290 2.953
C7 2.464 4.154 2.540
C8 2.378 2.863 4.689
O3 -0.614 2.210 3.654
C9 -1.772 3.048 3.946
C10 -1.878 3.055 5.461
C11 -1.518 4.448 3.412
C12 -3.018 2.432 3.323
H1 2.046 -1.945 4.415
H2 2.176 -0.199 4.156
H3 2.361 -1.312 2.787
H4 -0.340 -1.461 5.469
H5 -1.497 -0.534 4.483
H6 -0.050 0.248 5.128
H7 -0.510 -3.057 3.815
H8 0.680 -3.024 2.521
H9 -0.939 -2.379 2.231
H10 4.321 2.302 1.885
H11 4.194 1.272 3.333
H12 4.809 2.926 3.468
H13 2.661 4.097 1.466
H14 3.135 4.894 2.977
H15 1.434 4.491 2.686
H16 2.587 1.907 5.174
H17 1.332 3.121 4.861
H18 3.006 3.623 5.155
H19 -0.960 3.443 5.906
H20 -2.046 2.044 5.836
H21 -2.709 3.689 5.775
H22 -0.657 4.900 3.910
H23 -2.390 5.076 3.600
H24 -1.337 4.426 2.336
H25 -3.102 1.378 3.598
H26 -2.992 2.502 2.236
H27 -3.904 2.958 3.680
N1 2.236 0.164 0.032
N2 3.162 -0.876 0.109
C13 2.744 -2.150 0.103
N3 3.626 -3.135 0.032
N4 1.415 -2.308 0.193
N5 0.803 -3.465 -0.123
O4 1.388 -4.508 -0.368
O5 -0.428 -3.334 -0.153
H28 2.187 0.530 -0.914
H29 2.468 0.893 0.702
H30 4.147 -0.680 0.037
H31 4.613 -2.964 -0.067
H32 3.274 -4.076 -0.046
O6 0.378 -0.926 -1.955
As1 0.362 -0.594 -3.589
C14 0.337 -2.245 -4.556
C15 0.275 -3.451 -3.869
C16 0.284 -4.644 -4.578
C17 0.358 -4.624 -5.964
C18 0.429 -3.416 -6.650
C19 0.420 -2.222 -5.946
C20 2.004 0.298 -4.041
C21 3.163 -0.112 -3.384
C22 4.384 0.453 -3.716
C23 4.450 1.425 -4.707
C24 3.299 1.825 -5.370
C25 2.073 1.259 -5.044
C26 -1.047 0.501 -4.314
C27 -1.033 1.876 -4.088
C28 -2.063 2.666 -4.574
C29 -3.110 2.083 -5.278
C30 -3.115 0.716 -5.521
C31 -2.081 -0.077 -5.043
H33 0.216 -3.446 -2.787
H34 0.233 -5.587 -4.048
H35 0.364 -5.555 -6.518
H36 0.491 -3.408 -7.730
H37 0.482 -1.276 -6.475
H38 3.099 -0.886 -2.627
H39 5.288 0.131 -3.215
H40 5.403 1.864 -4.971
H41 3.352 2.578 -6.146
H42 1.181 1.567 -5.573
H43 -0.213 2.328 -3.542
H44 -2.049 3.736 -4.409
H45 -3.922 2.698 -5.648
H46 -3.921 0.267 -6.087
H47 -2.069 -1.139 -5.257
N6 -3.551 -2.371 3.183
C32 -4.272 -2.763 1.914
P1 -3.690 -1.465 0.701
O7 -4.445 -0.217 0.939
O8 -2.195 -1.461 1.069
C33 -3.918 -2.204 -0.944
N7 -2.893 -1.640 -1.837
H48 -4.058 -1.630 3.662
H49 -2.648 -1.972 2.836
H50 -3.386 -3.140 3.824
H51 -5.348 -2.730 2.058
H52 -3.958 -3.762 1.625
H53 -4.906 -1.891 -1.282
H54 -3.900 -3.297 -0.873
H55 -1.987 -2.024 -1.593
H56 -2.380 0.156 -1.533
H57 -3.075 -1.923 -2.791
N8 -2.061 0.977 -1.016
C34 -1.083 0.857 -0.177
H58 -2.574 1.839 -1.156

Output
E_LUMO (spin up / spin down)   -4.89 / -4.89 eV
Molecular weight   931.87 g mol⁻¹
Net charge   +2
Energy relative to the best compared isomer or geometry (same formula, charge and spin)   0.00 kJ/mol
Highest occupied orbital energy (spin up / spin down)   -13.2 / -13.7 eV
2S+1   4
Kohn-Sham gap (spin up / spin down)   8.28 / 8.85 eV

Atomic partial charges in e from the Löwdin method, atoms 1 to 99:
1. Co 0.70
2. C -0.01
3. C -0.56
4. C -0.02
5. C -0.03
6. O -0.19
7. Si 0.05
8. S 0.85
9. O -0.17
10. C -0.61
11. C -0.02
12. C -0.01
13. C -0.01
14. O -0.14
15. C -0.61
16. C -0.02
17. C -0.02
18. C -0.02
19. H 0.11
20. H 0.07
21. H 0.08
22. H 0.10
23. H 0.08
24. H 0.09
25. H 0.10
26. H 0.08
27. H 0.03
28. H 0.08
29. H 0.09
30. H 0.10
31. H 0.09
32. H 0.10
33. H 0.08
34. H 0.09
35. H 0.07
36. H 0.10
37. H 0.09
38. H 0.09
39. H 0.10
40. H 0.09
41. H 0.10
42. H 0.06
43. H 0.08
44. H 0.07
45. H 0.10
46. N 0.08
47. N 0.03
48. C -0.38
49. N 0.24
50. N 0.08
51. N -0.40
52. O 0.09
53. O 0.01
54. H 0.08
55. H 0.08
56. H 0.16
57. H 0.14
58. H 0.11
59. O -0.50
60. As 1.24
61. C -0.31
62. C -0.09
63. C -0.06
64. C -0.06
65. C -0.06
66. C -0.10
67. C -0.30
68. C -0.12
69. C -0.07
70. C -0.06
71. C -0.05
72. C -0.09
73. C -0.32
74. C -0.12
75. C -0.06
76. C -0.05
77. C -0.06
78. C -0.10
79. H 0.08
80. H 0.11
81. H 0.12
82. H 0.12
83. H 0.11
84. H 0.09
85. H 0.11
86. H 0.12
87. H 0.12
88. H 0.10
89. H 0.11
90. H 0.12
91. H 0.12
92. H 0.12
93. H 0.10
94. N 0.15
95. C -0.16
96. P 0.44
97. O -0.31
98. O -0.43
99. C -0.27

Question: Among the records above, which one has the highest energy relative to the best compared isomer or geometry (same formula, charge and spin)?
Answer: C27H50As2Cl2O5RuSi3

Question: molecular weight of number 5 (C34H58AsCoN8O8PSSi)?
Answer: 931.87 g mol⁻¹

Question: molecular weight of number 1 (C4H8N2)?
Answer: 84.12 g mol⁻¹

Question: What is the energy relative to the best compared isomer or geometry (same formula, charge and spin) in the third record?
Answer: 13.19 kJ/mol